Below is a cluster of 10 separate species, C58H120BN6O17 in total, with properties calculated with ωB97M-V with the def2-TZVPD basis set.

The geometry in ORCA input format:
```
! wB97M-V def2-TZVPD RIJCOSX def2/J DEFGRID3
* xyz -1 1
O 0.384 -1.081 0.205
C 0.617 -1.372 1.397
O 0.165 -0.837 2.488
B 0.996 -1.399 3.622
O 1.503 -2.700 3.148
C 1.151 -2.770 1.826
O 1.335 -3.716 1.127
O 0.108 -1.522 4.741
C 0.585 -0.950 5.761
O 0.120 -1.010 6.886
C 1.869 -0.224 5.365
O 2.026 -0.481 4.081
O 2.649 0.381 6.073
C 5.355 -0.734 -2.344
C 6.590 -1.598 -2.809
C 6.149 -3.074 -2.909
C 5.239 -3.403 -4.061
C 5.907 -3.135 -5.400
C 6.395 -1.668 -5.480
N 7.120 -1.274 -4.198
O 7.668 0.084 -4.291
C 7.533 -1.614 -6.647
C 5.305 -0.707 -6.119
C 7.688 -1.517 -1.752
H 4.471 -0.832 -2.974
H 5.737 0.285 -2.394
H 5.036 -1.152 -1.390
H 6.947 -3.723 -3.268
H 5.802 -3.463 -1.951
H 4.238 -2.977 -3.994
H 5.198 -4.490 -3.978
H 5.112 -3.251 -6.137
H 6.723 -3.846 -5.527
H 8.434 -2.152 -6.353
H 7.162 -2.019 -7.588
H 7.891 -0.587 -6.729
H 5.621 -0.132 -6.989
H 4.378 -1.138 -6.496
H 5.017 0.108 -5.454
H 8.403 -2.320 -1.935
H 7.446 -1.759 -0.718
H 8.221 -0.573 -1.864
H 8.568 -0.155 -4.524
C -1.010 4.825 -5.402
C -1.637 4.593 -6.789
C -0.504 4.126 -7.865
C -0.128 2.677 -7.516
C -1.344 1.778 -7.735
C -2.514 2.199 -6.780
N -2.724 3.658 -6.845
O -3.724 4.025 -5.998
C -3.779 1.375 -7.381
C -2.122 1.748 -5.352
C -2.258 5.983 -7.350
H -0.213 4.150 -5.090
H -1.680 4.850 -4.543
H -0.462 5.767 -5.392
H -0.886 4.259 -8.877
H 0.369 4.773 -7.775
H 0.166 2.680 -6.466
H 0.803 2.432 -8.026
H -1.012 0.740 -7.722
H -1.808 1.999 -8.696
H -3.654 0.333 -7.676
H -4.566 1.262 -6.635
H -4.252 1.947 -8.180
H -1.872 0.697 -5.208
H -1.241 2.210 -4.907
H -2.904 1.971 -4.627
H -2.386 5.968 -8.432
H -1.546 6.808 -7.354
H -3.005 6.423 -6.690
H -4.430 4.036 -6.650
C -4.625 -4.374 2.603
C -5.908 -3.491 2.867
C -6.636 -3.247 1.599
C -7.798 -4.154 1.251
C -8.739 -4.588 2.470
C -7.800 -5.153 3.572
N -6.789 -4.099 3.876
O -6.044 -4.334 5.032
C -8.776 -5.415 4.757
C -7.331 -6.582 3.114
C -5.398 -2.126 3.386
H -3.915 -4.274 3.424
H -4.086 -4.066 1.708
H -4.806 -5.412 2.324
H -7.059 -2.252 1.457
H -5.936 -3.515 0.808
H -7.499 -5.040 0.690
H -8.406 -3.695 0.471
H -9.424 -5.397 2.213
H -9.355 -3.714 2.680
H -9.466 -6.212 4.478
H -8.162 -5.572 5.644
H -9.351 -4.512 4.961
H -6.853 -6.547 2.135
H -6.644 -6.940 3.880
H -8.111 -7.343 3.065
H -4.724 -1.698 2.644
H -4.781 -2.363 4.253
H -6.145 -1.402 3.713
H -5.261 -4.747 4.659
C -4.660 6.399 7.511
C -3.734 5.212 7.738
C -3.369 4.456 6.464
C -2.200 5.164 5.742
C -0.999 5.209 6.656
C -1.295 6.090 7.923
N -2.555 5.521 8.606
O -2.866 6.193 9.808
C -0.148 5.923 8.926
C -1.560 7.620 7.611
C -4.505 4.134 8.537
H -5.559 5.983 7.058
H -4.388 7.235 6.867
H -4.900 6.784 8.502
H -3.089 3.428 6.694
H -4.226 4.411 5.792
H -2.494 6.076 5.223
H -1.790 4.551 4.940
H -0.228 5.575 5.978
H -0.709 4.191 6.916
H 0.751 6.347 8.480
H -0.242 6.422 9.890
H 0.142 4.904 9.186
H -2.233 7.839 6.782
H -1.768 8.215 8.500
H -0.564 8.016 7.415
H -5.424 3.930 7.986
H -4.680 4.673 9.468
H -4.119 3.143 8.776
H -3.100 7.080 9.526
C 3.525 7.447 2.203
C 4.388 6.169 1.806
C 5.133 6.625 0.504
C 6.280 5.761 0.200
C 7.245 5.852 1.430
C 6.639 5.375 2.830
N 5.309 5.953 2.987
O 4.703 5.473 4.195
C 6.589 3.799 2.877
C 7.609 5.937 3.939
C 3.508 4.933 1.506
H 2.682 7.377 2.890
H 3.194 8.061 1.365
H 4.276 8.103 2.645
H 4.465 6.499 -0.349
H 5.471 7.661 0.501
H 6.812 6.012 -0.718
H 6.077 4.691 0.179
H 7.582 6.882 1.539
H 8.048 5.192 1.103
H 7.604 3.417 2.985
H 6.076 3.465 3.779
H 6.073 3.249 2.090
H 8.471 5.271 3.904
H 7.863 6.997 3.937
H 7.098 5.676 4.866
H 2.671 5.255 0.887
H 3.132 4.506 2.435
H 4.048 4.165 0.952
H 4.772 4.521 4.088
C -1.816 -9.247 -7.168
C -1.267 -7.970 -6.524
C -1.184 -6.937 -7.688
C -0.940 -5.521 -7.098
C -2.044 -5.117 -6.094
C -2.182 -6.169 -4.989
N -2.217 -7.519 -5.535
O -2.489 -8.384 -4.564
C -0.944 -5.933 -3.951
C -3.466 -5.767 -4.345
C 0.152 -8.238 -5.947
H -0.966 -9.690 -7.686
H -2.713 -9.127 -7.775
H -2.128 -10.084 -6.544
H -0.414 -6.985 -8.459
H -2.159 -6.771 -8.146
H -0.875 -4.811 -7.923
H 0.079 -5.547 -6.714
H -2.930 -4.882 -6.684
H -1.490 -4.237 -5.767
H -0.787 -6.886 -3.445
H -0.087 -5.396 -4.358
H -1.369 -5.206 -3.260
H -3.673 -6.486 -3.552
H -3.505 -4.740 -3.982
H -4.356 -5.922 -4.955
H 0.612 -7.275 -5.725
H 0.677 -8.758 -6.748
H 0.095 -8.670 -4.948
H -3.407 -8.613 -4.725
O 1.049 0.798 11.741
H 1.988 0.927 11.876
H 0.920 0.945 10.804
O 3.438 -7.521 3.047
H 3.513 -6.770 3.636
H 2.771 -7.261 2.411
O 0.159 -4.534 11.122
H 0.794 -4.514 10.407
H -0.383 -3.757 10.983
*
```

For the LUMO energy, the calculation gives 0.057 Ha. The value obtained for the orbital gap is 0.3064 hartree. The HOMO energy is -6.8 eV.


Below is a structure of composition C27H44BrNOP2PtS, with properties calculated with ωB97M-V with the def2-TZVPD basis set.

The geometry in ORCA input format:
```
! wB97M-V def2-TZVPD RIJCOSX def2/J DEFGRID3
* xyz 4 5
C 3.263 5.705 -0.588
C 2.060 5.075 -0.949
C 1.958 4.507 -2.238
C 3.128 4.340 -2.984
N 4.297 4.784 -2.525
C 4.389 5.473 -1.390
C 0.992 4.863 -0.018
C -0.013 4.371 0.507
C -1.163 3.876 1.097
C -0.962 3.239 2.345
C -1.386 1.927 2.395
C -1.946 1.459 1.196
C -2.664 2.251 0.285
C -2.305 3.588 0.290
Pt -1.636 -0.429 0.661
P 0.557 -0.360 0.153
H 1.003 4.145 -2.610
H 3.324 6.308 0.313
H 3.088 3.832 -3.954
H 5.364 5.864 -1.083
H -2.692 4.331 -0.404
H -0.398 3.706 3.145
H -3.315 1.777 -0.442
H -1.215 1.242 3.216
C 1.127 -2.079 0.534
C 2.449 -2.496 -0.097
H 0.318 -2.763 0.234
H 1.159 -2.149 1.630
H 2.697 -3.511 0.230
H 2.410 -2.520 -1.191
H 3.282 -1.862 0.216
C 0.983 0.004 -1.592
C 2.431 0.399 -1.898
H 0.304 0.814 -1.897
H 0.704 -0.874 -2.194
H 2.559 0.521 -2.981
H 2.703 1.363 -1.450
H 3.158 -0.364 -1.591
C 1.546 0.795 1.170
C 3.028 0.451 1.333
H 1.060 0.834 2.156
H 1.418 1.795 0.722
H 3.505 1.214 1.961
H 3.170 -0.511 1.836
H 3.575 0.442 0.384
Br -3.563 -1.565 1.703
P -2.141 -2.194 -1.170
C -0.859 -2.898 -2.333
C -1.262 -4.163 -3.094
H 0.029 -3.100 -1.715
H -0.586 -2.100 -3.042
H -0.417 -4.464 -3.726
H -1.467 -4.998 -2.414
H -2.125 -4.001 -3.753
C -3.025 -3.709 -0.579
C -4.463 -3.797 -1.055
H -2.996 -3.635 0.518
H -2.451 -4.603 -0.856
H -5.025 -4.446 -0.377
H -4.956 -2.818 -1.054
H -4.538 -4.246 -2.053
C -3.216 -1.172 -2.287
C -3.577 -1.757 -3.656
H -2.665 -0.223 -2.404
H -4.117 -0.925 -1.705
H -4.187 -1.020 -4.193
H -2.688 -1.945 -4.271
H -4.179 -2.673 -3.575
C 1.023 -2.118 5.827
S -0.202 -1.160 4.900
C 0.544 0.456 5.200
O -0.003 -1.489 3.449
H 0.992 -1.819 6.880
H 2.003 -1.916 5.378
H 0.742 -3.171 5.728
H 1.571 0.433 4.817
H -0.037 1.235 4.702
H 0.525 0.627 6.280
*
```

The energy above the lowest of the compared OMol25 structures with the same formula, charge and spin is 0.425 eV. For the LUMO energy (alpha / beta), the calculation gives -0.438 / -0.546 Ha. As for the expectation value of S²: 6.090. The value obtained for the orbital gap (alpha / beta) is 0.2641 / 0.1617 hartree. The HOMO energy (alpha / beta) is -19.1 / -19.3 eV.


Below is an isolated molecule of C2H8N2, with properties calculated with ωB97M-V with the def2-TZVPD basis set.

The geometry in ORCA input format:
```
! wB97M-V def2-TZVPD RIJCOSX def2/J DEFGRID3
* xyz 0 1
C -0.059 -1.458 -0.973
N 0.542 -0.263 -0.373
C -0.365 0.667 0.352
N 0.437 1.562 1.128
H -0.281 -1.269 -2.101
H -1.060 -1.708 -0.515
H 0.545 -2.365 -0.807
H 1.256 -0.615 0.290
H -0.889 1.228 -0.507
H -1.030 0.084 0.951
H 0.922 2.157 0.560
H -0.017 1.980 1.995
*
```

The energy above the lowest of the compared OMol25 structures with the same formula, charge and spin is 0.741 eV. For the LUMO energy, the calculation gives 0.046 Ha. The value obtained for the orbital gap is 0.3650 hartree. The HOMO energy is -8.7 eV.


Below is a cluster of 2 separate species, C2HN2O6 in total, with properties calculated with ωB97M-V with the def2-TZVPD basis set.

The geometry in ORCA input format:
```
! wB97M-V def2-TZVPD RIJCOSX def2/J DEFGRID3
* xyz -1 1
C -2.396 0.989 -0.874
C 0.359 -0.824 0.516
N 0.585 -1.634 1.537
N 1.433 0.075 0.183
O -2.800 0.071 -1.383
O 2.539 0.272 0.743
O -0.704 -0.639 -0.124
O -0.074 -2.732 1.624
O -2.056 1.936 -0.284
O 1.171 0.927 -0.917
H 1.942 1.559 -1.020
*
```

The energy above the lowest of the compared OMol25 structures with the same formula, charge and spin is 1.897 eV. For the LUMO energy (alpha / beta), the calculation gives 0.125 / 0.125 Ha. The value obtained for the orbital gap (alpha / beta) is 0.2554 / 0.2642 hartree. The HOMO energy (alpha / beta) is -3.6 / -3.8 eV.


Below is a cluster of 2 separate species, C3H8N2O in total, with properties calculated with ωB97M-V with the def2-TZVPD basis set.

The geometry in ORCA input format:
```
! wB97M-V def2-TZVPD RIJCOSX def2/J DEFGRID3
* xyz 0 1
H 0.976 1.860 -2.390
N 1.379 1.040 -1.943
C 0.393 0.230 -1.810
N 0.456 -1.003 -1.240
H -0.640 0.578 -1.920
H -0.349 -1.355 -0.768
H 1.312 -1.524 -1.229
C 0.079 0.310 1.755
C -1.181 -0.366 1.275
O -1.538 -1.513 1.213
H 0.911 0.384 1.055
H -0.247 1.281 2.103
H 0.460 -0.303 2.579
H -2.010 0.379 1.320
*
```

The energy above the lowest of the compared OMol25 structures with the same formula, charge and spin is 2.027 eV. For the LUMO energy, the calculation gives 0.027 Ha. The value obtained for the orbital gap is 0.3712 hartree. The HOMO energy is -9.4 eV.


Below is the ion C5H11N5 with charge +2, with properties calculated with ωB97M-V with the def2-TZVPD basis set.

The geometry in ORCA input format:
```
! wB97M-V def2-TZVPD RIJCOSX def2/J DEFGRID3
* xyz 2 1
C -1.848 1.316 0.529
C 0.611 -1.049 0.615
C -1.703 -1.035 -0.316
C 0.343 1.020 -0.617
C 2.398 0.302 0.147
N -2.363 0.103 0.536
N -1.470 -0.633 -1.582
N 1.052 0.024 -0.001
N -0.683 1.739 0.050
N -0.646 -1.546 0.679
H -2.440 2.058 1.127
H 1.445 -1.432 1.229
H -2.541 -1.716 -0.433
H 0.877 1.531 -1.418
H 3.022 -0.502 0.506
H 3.016 0.597 -0.861
H 2.584 1.243 0.795
H -3.243 -0.089 1.032
H -0.576 -1.072 -2.006
H -0.687 2.666 -0.267
H -0.676 -2.547 1.135
*
```

The energy above the lowest of the compared OMol25 structures with the same formula, charge and spin is 4.676 eV. For the LUMO energy (alpha / beta), the calculation gives -0.351 / -0.358 Ha. The value obtained for the orbital gap (alpha / beta) is 0.2871 / 0.3388 hartree. The HOMO energy (alpha / beta) is -17.4 / -19.0 eV.


Below is a structure of composition C24H16BCrF6IOS3, with properties calculated with ωB97M-V with the def2-TZVPD basis set.

The geometry in ORCA input format:
```
! wB97M-V def2-TZVPD RIJCOSX def2/J DEFGRID3
* xyz -1 4
Cr -0.594 -0.404 0.080
I 1.310 -0.350 2.023
C 2.175 -2.118 1.150
C 3.340 -2.587 1.678
C 3.911 -3.747 1.123
C 3.286 -4.381 0.087
C 2.088 -3.878 -0.471
C 1.472 -4.516 -1.568
C 0.353 -3.970 -2.131
C -0.194 -2.782 -1.617
C 0.322 -2.116 -0.525
C 1.494 -2.689 0.056
H 3.821 -2.082 2.506
H 4.847 -4.122 1.519
H 3.707 -5.287 -0.334
H 1.909 -5.431 -1.953
H -0.121 -4.451 -2.978
H -1.075 -2.386 -2.112
F -4.099 -1.892 0.982
B -2.818 -2.119 0.561
F -2.586 -3.434 0.221
F -2.510 -1.262 -0.592
F -1.850 -1.674 1.529
O -1.612 1.229 0.461
C -2.685 2.070 0.275
C -2.197 3.507 0.524
C -2.358 4.287 1.630
C -1.635 5.510 1.565
C -0.931 5.635 0.410
S -1.139 4.269 -0.607
C -3.782 1.751 1.298
C -5.142 1.794 1.247
C -5.751 1.409 2.474
C -4.842 1.083 3.428
S -3.238 1.205 2.840
C -3.270 1.997 -1.137
C -3.087 1.045 -2.088
C -3.804 1.297 -3.290
C -4.528 2.442 -3.238
S -4.337 3.231 -1.722
H -2.983 4.007 2.465
H -1.640 6.250 2.354
H -0.303 6.452 0.091
H -5.706 2.089 0.375
H -6.821 1.366 2.624
H -5.026 0.746 4.436
H -2.469 0.176 -1.943
H -3.777 0.639 -4.148
H -5.172 2.875 -3.987
F 1.723 0.035 -1.602
C 0.527 0.668 -1.247
F 0.939 1.794 -0.532
H 0.128 1.058 -2.189
*
```

The energy above the lowest of the compared OMol25 structures with the same formula, charge and spin is 0.323 eV. For the LUMO energy (alpha / beta), the calculation gives 0.081 / 0.085 Ha. As for the expectation value of S²: 3.822. The value obtained for the orbital gap (alpha / beta) is 0.2809 / 0.2929 hartree. The HOMO energy (alpha / beta) is -5.4 / -5.6 eV.


Question: What is the formula in the seventh record?
Answer: C24H16BCrF6IOS3